DFT (the ωB97M-V functional and the def2-TZVPD basis) results for C27H31GeN5ORe as an isolated structure.

```
66
Properties=species:S:1:pos:R:3:forces:R:3
Re -0.37859 1.02981 -1.05546 -0.596 0.186 0.159
C 2.35859 2.74526 -2.24555 0.021 -0.029 0.021
C 1.57248 3.53293 -1.24788 -0.030 0.084 -0.021
C 1.98376 4.81060 -0.86949 -0.038 -0.019 -0.037
C 1.21810 5.54204 0.00974 0.005 0.022 -0.005
C 0.03234 4.99767 0.49474 0.029 0.010 0.001
C -0.32423 3.72726 0.10781 -0.018 0.033 0.033
N 0.45400 2.98984 -0.73713 0.075 -0.061 0.043
C -1.58879 3.09069 0.57672 -0.062 0.048 0.059
C -2.51520 3.66905 1.42193 -0.025 -0.034 0.002
C -3.64810 2.94005 1.77052 0.000 0.027 0.020
C -3.85580 1.66849 1.26310 0.039 0.007 -0.019
C -2.90439 1.13205 0.40594 -0.068 0.035 0.063
N -1.80382 1.84411 0.11435 0.435 -0.190 -0.403
C -2.97833 -0.17346 -0.28337 -0.027 -0.012 0.021
C -4.05588 -1.01993 -0.13151 0.000 -0.037 -0.015
C -4.10566 -2.19448 -0.87301 0.027 0.009 -0.008
C -3.08869 -2.45870 -1.76389 0.017 0.016 0.029
C -2.01630 -1.57617 -1.88002 0.004 -0.056 -0.008
C -0.93948 -1.85188 -2.88151 -0.013 -0.016 -0.011
N -1.93429 -0.47026 -1.11862 0.132 0.105 0.012
H 2.85629 3.41151 -2.94793 0.002 -0.001 0.011
H 1.70871 2.07199 -2.80367 -0.002 0.004 -0.016
H 3.13055 2.15498 -1.74824 0.015 -0.021 0.037
H 2.89332 5.21723 -1.28911 0.000 0.001 0.005
H 1.52016 6.53747 0.30625 0.003 -0.004 0.004
H -0.59281 5.57225 1.16113 -0.003 -0.012 0.002
H -2.37570 4.66583 1.81167 0.007 -0.004 0.004
H -4.37811 3.37544 2.43916 -0.001 0.002 -0.007
H -4.74710 1.12125 1.52990 0.005 -0.024 -0.016
H -4.86141 -0.77262 0.54351 0.010 0.021 0.008
H -4.93794 -2.87645 -0.76524 0.000 0.003 -0.002
H -3.10302 -3.34929 -2.37767 -0.011 0.004 0.000
H -1.34017 -1.74840 -3.89109 0.002 0.011 0.000
H -0.57474 -2.87543 -2.78244 0.002 0.015 -0.012
H -0.11006 -1.15087 -2.78243 0.006 -0.007 0.011
C 2.40139 -1.21551 2.43675 0.051 -0.008 -0.007
Ge 1.93406 0.41306 1.45849 0.209 0.058 0.035
C 0.70215 1.44958 2.56408 -0.045 -0.049 -0.019
C 3.52615 1.48600 1.09903 -0.030 0.011 -0.057
C 1.13050 -0.16046 -0.31246 -0.040 -0.207 0.116
H 2.99166 -0.92755 3.30760 -0.002 0.010 -0.005
H 3.00789 -1.90327 1.84535 -0.008 0.019 -0.016
H 1.52432 -1.74939 2.80352 -0.011 0.016 -0.011
H 1.11141 1.45669 3.57575 -0.025 0.010 0.008
H -0.29893 1.01797 2.61266 0.000 -0.014 -0.020
H 0.62965 2.48424 2.23257 0.006 0.006 -0.014
H 4.08799 1.62135 2.02365 -0.020 -0.030 0.017
H 3.26024 2.47859 0.73431 -0.018 0.003 -0.012
H 4.18811 1.01227 0.37328 -0.010 -0.022 0.017
H 1.90176 -0.01572 -1.09232 0.043 0.062 0.012
N 1.18831 -6.73938 -0.32219 0.005 0.017 0.004
C 0.18775 -5.84515 -0.20193 -0.018 0.000 0.012
O -0.99210 -6.11604 -0.16013 0.018 0.000 -0.010
C 0.57833 -4.38199 -0.16890 -0.012 -0.029 -0.008
C 1.62316 -3.83773 -0.90226 -0.002 0.014 0.007
C 1.78474 -2.46777 -0.92635 -0.044 -0.014 0.002
N 0.95886 -1.65485 -0.25108 0.030 0.026 -0.004
C -0.01861 -2.17418 0.51144 0.011 -0.009 -0.025
C -0.24199 -3.52751 0.55899 -0.008 0.042 0.010
H 0.94530 -7.71820 -0.31637 -0.002 -0.001 0.002
H 2.14789 -6.49228 -0.15550 0.007 -0.014 -0.005
H 2.28801 -4.45363 -1.49232 0.000 0.000 0.002
H 2.56208 -1.98609 -1.50245 0.002 -0.009 -0.007
H -0.61672 -1.45351 1.04973 -0.027 0.003 0.011
H -1.06310 -3.92942 1.13588 -0.001 -0.006 -0.003
```
Forces are in eV/Å.

molar mass	700.40	g/mol
multiplicity	2
LUMO (spin up / spin down)	-6.632 / -6.569	eV
Kohn-Sham gap (spin up / spin down)	6.43 / 6.00	eV
charge	+2
expectation value of S²	0.767